# 1
DFT (the ωB97M-V functional and the def2-TZVPD basis) results for a molecular structure, C8H12F3KO4.

Cartesian coordinates (Å):
K1 -14.700 3.611 14.591
C1 -16.596 6.310 13.856
O1 -16.435 4.982 13.185
O2 -15.833 6.326 14.878
C2 -16.286 7.400 12.838
F1 -16.940 7.234 11.655
F2 -16.640 8.608 13.286
F3 -14.983 7.446 12.543
C3 -17.440 4.476 12.342
C4 -17.352 2.955 12.297
H1 -17.971 2.571 11.490
H2 -16.308 2.634 12.155
H3 -17.629 2.504 13.252
H4 -17.391 4.895 11.337
H5 -18.430 4.758 12.739
H6 -17.679 6.338 14.121
O3 -16.442 1.795 15.517
C5 -16.529 0.594 15.559
O4 -17.160 -0.090 14.590
C6 -17.224 -1.493 14.867
C7 -16.599 -1.712 16.264
C8 -15.959 -0.360 16.592
H7 -16.692 -2.042 14.087
H8 -18.258 -1.826 14.815
H9 -15.881 -2.530 16.290
H10 -17.373 -1.974 16.986
H11 -14.875 -0.366 16.477
H12 -16.167 -0.028 17.605

Forces on atoms 1 to 6 (eV/Å):
-0.4888 0.8670 0.0638
-0.8608 -0.8514 0.8482
0.3233 -0.4753 -0.7468
1.2006 -0.0601 0.8430
0.0585 -0.0505 -0.5268
-0.0699 0.0006 -0.0180

Results
**Total charge**: 0
**Energy**: -41158.7050 eV


# 2
DFT (the ωB97M-V functional and the def2-TZVPD basis) results for C20H23NO5 in the gas phase.

Cartesian coordinates (Å):
C1 -0.407 -3.755 2.169
H1 0.243 -4.024 3.006
O1 -0.071 -2.496 1.634
C2 -0.097 -1.404 2.465
C3 -0.526 -1.438 3.784
C4 -0.531 -0.279 4.545
C5 -0.111 0.919 4.000
C6 0.320 0.958 2.685
C7 0.340 -0.191 1.914
C8 0.788 -0.142 0.481
H2 1.251 -1.090 0.180
O2 1.711 0.918 0.296
C9 2.200 1.023 -0.944
O3 2.002 0.216 -1.823
C10 3.031 2.216 -1.104
C11 3.687 2.676 -2.221
C12 4.321 3.873 -1.835
C13 4.005 4.052 -0.518
O4 3.231 3.062 -0.071
H3 4.269 4.824 0.178
H4 4.924 4.512 -2.446
H5 3.697 2.204 -3.181
C14 -0.450 0.123 -0.415
O5 -0.727 1.235 -0.802
N1 -1.161 -0.985 -0.662
H6 -0.848 -1.863 -0.275
C15 -2.373 -0.994 -1.454
C16 -2.210 -1.887 -2.683
C17 -3.412 -1.720 -3.621
C18 -4.703 -1.445 -2.837
C19 -4.649 -2.118 -1.470
C20 -3.563 -1.470 -0.604
H7 -3.206 -2.191 0.136
H8 -3.975 -0.620 -0.059
H9 -4.440 -3.181 -1.607
H10 -5.615 -2.036 -0.970
H11 -4.832 -0.372 -2.694
H12 -5.563 -1.808 -3.403
H13 -3.228 -0.895 -4.310
H14 -3.525 -2.627 -4.218
H15 -2.125 -2.925 -2.355
H16 -1.288 -1.625 -3.203
H17 -2.521 0.040 -1.778
H18 0.654 1.881 2.240
H19 -0.119 1.820 4.594
H20 -0.869 -0.324 5.569
H21 -0.862 -2.360 4.232
H22 -1.452 -3.787 2.494
H23 -0.260 -4.468 1.358

Forces on atoms 1 to 6 (eV/Å):
-0.0738 -0.2416 0.0748
-0.0253 0.0287 -0.0215
0.1185 0.3760 0.0304
0.0649 0.2115 -0.0271
-0.0388 -0.2925 -0.0972
0.0253 0.0945 -0.0138

Results
**Total charge**: 0
**Energy**: -32841.0087 eV


# 3
DFT (the ωB97M-V functional and the def2-TZVPD basis) results for C4H7NO in the gas phase.

Cartesian coordinates (Å):
C1 -1.072 -0.476 1.136
C2 -0.323 -0.573 -0.198
N1 -0.874 0.339 -1.162
C3 1.136 -0.169 -0.207
C4 1.291 1.160 -0.355
O1 0.302 1.858 -0.843
H1 -1.089 0.568 1.466
H2 -0.598 -1.083 1.915
H3 -2.111 -0.810 1.022
H4 -0.337 -1.617 -0.565
H5 -0.457 0.029 -2.055
H6 1.941 -0.882 -0.191
H7 2.191 1.654 0.037

Forces on atoms 1 to 6 (eV/Å):
0.1192 0.0485 -0.0215
0.1445 0.2697 -0.1000
0.4103 0.9447 0.1359
0.5923 -0.3004 0.4329
0.0467 -0.5490 0.0043
-1.2007 -1.7319 -0.1837

Results
**Total charge**: 0
**Energy**: -7795.0971 eV


# 4
DFT (the ωB97M-V functional and the def2-TZVPD basis) results for 2 unconnected molecules or ions with the total composition C2HClF2S.

Cartesian coordinates (Å):
C1 -0.006 0.227 -0.823
C2 -0.234 -0.319 0.494
F1 -1.088 0.266 1.283
F2 1.352 0.054 1.454
S1 0.602 -0.702 -2.009
Cl1 -0.472 1.867 -1.039
H1 -0.153 -1.393 0.641

Forces on atoms 1 to 6 (eV/Å):
0.5610 0.1419 -1.9191
2.9937 -0.0214 3.7387
-0.1185 -0.0343 -0.4414
-3.0935 -0.6678 -2.3064
-0.3716 0.5251 0.9080
0.0888 -0.1217 0.1777

Results
**Total charge**: 0
**Energy**: -30880.2654 eV


# 5
DFT (the ωB97M-V functional and the def2-TZVPD basis) results for C21H23N3O4 in the gas phase.

Cartesian coordinates (Å):
C1 2.459 3.969 -3.429
C2 2.680 2.614 -4.069
O1 3.670 2.332 -4.705
N1 1.642 1.763 -3.825
C3 1.439 0.472 -4.296
C4 2.199 -0.077 -5.328
C5 1.904 -1.333 -5.821
C6 0.841 -2.059 -5.306
C7 0.106 -1.542 -4.257
C8 0.414 -0.297 -3.715
C9 -0.388 0.261 -2.592
O2 -0.785 1.425 -2.610
N2 -0.689 -0.567 -1.566
C10 0.027 -1.767 -1.203
H1 -0.699 -2.568 -1.024
C11 0.827 -1.526 0.082
N3 -0.066 -1.113 1.144
C12 -0.718 0.131 0.778
C13 -1.535 -0.087 -0.492
H2 -2.306 -0.840 -0.300
H3 -1.999 0.845 -0.816
H4 0.017 0.938 0.605
H5 -1.379 0.433 1.592
C14 0.599 -1.021 2.433
C15 -0.404 -0.856 3.545
C16 -1.517 -1.683 3.584
C17 -2.476 -1.582 4.588
C18 -2.270 -0.627 5.554
C19 -1.152 0.207 5.523
C20 -0.209 0.116 4.529
H6 0.647 0.770 4.517
O3 -1.193 1.063 6.592
C21 -2.371 0.740 7.300
O4 -3.040 -0.315 6.644
H7 -3.028 1.623 7.345
H8 -2.111 0.431 8.326
H9 -3.340 -2.223 4.614
H10 -1.640 -2.415 2.803
H11 1.148 -1.956 2.587
H12 1.329 -0.193 2.461
H13 1.608 -0.768 -0.119
H14 1.319 -2.457 0.373
H15 0.707 -2.063 -2.000
H16 -0.733 -2.096 -3.861
H17 0.588 -3.024 -5.719
H18 2.494 -1.738 -6.628
H19 3.007 0.501 -5.745
H20 0.858 2.112 -3.276
H21 2.345 3.861 -2.352
H22 1.555 4.424 -3.828
H23 3.309 4.610 -3.639

Forces on atoms 1 to 6 (eV/Å):
0.2181 0.0225 -0.1330
-0.0626 0.2689 0.2424
0.2250 -0.0398 -0.1793
-0.4061 0.0649 0.3016
-0.0290 -0.3191 -0.0368
0.1489 0.0959 -0.1049

Results
**Total charge**: 0
**Energy**: -34811.2071 eV


# 6
DFT (the ωB97M-V functional and the def2-TZVPD basis) results for a molecular structure, C24H44F4INO6S4.

Cartesian coordinates (Å):
C1 4.110 -3.913 0.431
O1 4.255 -2.876 1.375
C2 5.570 -2.351 1.468
C3 5.686 -0.984 0.786
C4 5.401 0.207 1.722
C5 4.030 0.908 1.595
C6 4.106 2.302 0.944
C7 2.985 3.263 1.390
C8 1.776 3.497 0.463
C9 0.521 3.739 1.321
C10 -0.144 2.390 1.727
C11 -1.438 2.238 0.910
C12 -2.402 1.010 0.879
C13 -2.210 -0.496 0.346
S1 -1.660 -1.567 1.835
O2 -2.782 -1.819 2.689
O3 -0.899 -2.695 1.375
C14 -0.524 -0.763 3.100
F1 0.698 -0.511 2.675
F2 -1.071 0.301 3.666
F3 -0.441 -1.730 4.007
C15 -3.675 -1.035 -0.024
I1 -3.903 -3.266 0.241
C16 -4.867 -0.388 0.730
C17 -6.207 -1.106 0.756
F4 -4.583 -0.082 2.053
C18 -4.031 -0.936 -1.514
C19 -4.385 0.425 -2.141
C20 -4.209 0.429 -3.661
N1 -4.965 -0.675 -4.273
O4 -3.190 -1.752 -2.352
S2 -1.619 -1.925 -2.148
O5 -1.059 -1.587 -3.420
O6 -1.268 -3.201 -1.612
C21 -1.170 -0.621 -0.896
S3 -1.264 0.866 -2.026
C22 0.309 -0.740 -0.507
C23 1.328 -1.284 -1.534
C24 2.041 -0.219 -2.393
S4 1.989 -0.611 -4.171
H1 4.062 -3.527 -0.593
H2 3.175 -4.430 0.639
H3 4.926 -4.637 0.499
H4 6.286 -3.048 1.025
H5 5.792 -2.264 2.534
H6 6.693 -0.876 0.379
H7 5.002 -0.997 -0.062
H8 6.173 0.959 1.551
H9 5.527 -0.134 2.750
H10 3.309 0.290 1.059
H11 3.628 1.043 2.601
H12 5.052 2.739 1.273
H13 4.177 2.239 -0.144
H14 3.454 4.238 1.538
H15 2.651 2.914 2.369
H16 1.965 4.367 -0.168
H17 1.623 2.658 -0.220
H18 0.882 4.269 2.203
H19 -0.202 4.373 0.804
H20 0.628 1.661 1.547
H21 -0.360 2.464 2.786
H22 -1.260 2.657 -0.064
H23 -2.072 3.013 1.361
H24 -2.769 0.923 1.895
H25 -3.228 1.383 0.281
H26 -5.073 0.582 0.272
H27 -6.941 -0.334 0.998
H28 -6.243 -1.814 1.579
H29 -6.514 -1.539 -0.192
H30 -4.980 -1.464 -1.567
H31 -3.844 1.271 -1.728
H32 -5.446 0.612 -1.969
H33 -3.154 0.449 -3.936
H34 -4.654 1.363 -4.007
H35 -5.327 -0.370 -5.168
H36 -4.333 -1.438 -4.481
H37 -0.315 1.614 -1.469
H38 0.649 0.271 -0.305
H39 0.467 -1.294 0.403
H40 0.958 -2.109 -2.134
H41 2.116 -1.719 -0.920
H42 3.096 -0.201 -2.138
H43 1.672 0.783 -2.205
H44 1.913 0.620 -4.687

Forces on atoms 1 to 6 (eV/Å):
-0.1473 0.0646 -0.0792
0.0121 -0.1562 0.1911
-0.1610 0.1694 -0.2433
0.0406 -0.0258 0.2889
-0.1844 0.0026 -0.3517
0.0383 0.1659 -0.0638

Results
**Total charge**: 0
**Energy**: -101683.2139 eV


| no. | frontier orbital gap (eV) | LUMO level (eV) | HOMO (Ha) |
| --- | --- | --- | --- |
| 1 | 6.5 | -0.583 | -0.2602 |
| 2 | 9.3 | 0.602 | -0.3198 |
| 3 | 7.8 | -0.615 | -0.3105 |
| 4 | 7.9 | -2.488 | -0.3819 |
| 5 | 8.8 | 0.646 | -0.2999 |
| 6 | 8.7 | -0.064 | -0.3204 |